Entry 1:
Density functional theory data (ωB97M-V with the def2-TZVPD basis set) for a structure of composition C22H24N6O2ReS2.

Geometry (Å):
Re 0.4179 0.5566 0.2852
C 4.8544 1.5461 4.2898
C 3.9629 2.7199 3.9261
N 3.5313 2.6694 2.5226
C 2.5428 1.9022 2.0913
S 2.3093 1.8872 0.3279
N 1.8261 1.2036 2.9415
N 0.8464 0.4727 2.3457
C 0.0906 -0.2846 3.0903
C 0.2459 -0.4231 4.5609
C -0.9615 -1.0269 2.3710
C -1.8421 -1.8897 3.0005
C -2.7981 -2.5528 2.2417
C -2.8532 -2.3422 0.8738
C -1.9519 -1.4662 0.2988
N -1.0324 -0.8198 1.0277
H 5.1409 1.6126 5.3387
H 5.7653 1.5460 3.6925
H 4.3367 0.5997 4.1405
H 4.4856 3.6664 4.0529
H 3.0688 2.7522 4.5472
H 4.0454 3.2055 1.8420
H 1.0818 0.1702 4.9141
H 0.4140 -1.4702 4.8192
H -0.6660 -0.0980 5.0660
H -1.7845 -2.0468 4.0669
H -3.4913 -3.2312 2.7203
H -3.5789 -2.8456 0.2520
H -1.9440 -1.2626 -0.7645
C -1.8265 -4.3573 -5.6926
C -1.2412 -3.2930 -4.8214
C -1.6917 -1.9707 -4.9090
C -1.1130 -0.9709 -4.1532
C -0.0872 -1.3039 -3.2761
C 0.3787 -2.6063 -3.1556
C -0.2103 -3.5916 -3.9291
S 0.7526 -0.0248 -2.4614
O 1.5172 0.7630 -3.3574
O 1.4589 -0.6287 -1.2681
N -0.3469 0.7768 -1.5775
C -0.8744 2.0516 -1.3715
C -1.3754 3.0262 -2.2047
C -1.8631 4.1699 -1.5831
C -1.8319 4.3080 -0.1969
C -1.2843 3.3044 0.5724
N -0.8192 2.1970 -0.0183
H -2.8510 -4.1236 -5.9767
H -1.8121 -5.3277 -5.1995
H -1.2395 -4.4428 -6.6094
H -2.4978 -1.7249 -5.5876
H -1.4637 0.0497 -4.2485
H 1.1847 -2.8479 -2.4770
H 0.1440 -4.6108 -3.8435
H -1.3787 2.9006 -3.2769
H -2.2751 4.9666 -2.1881
H -2.2180 5.1966 0.2794
H -1.1973 3.3640 1.6485

ΔE to the lowest compared entry with this formula, charge and spin: 0.0 kJ/mol
multiplicity: 4
LUMO energy (spin up / spin down): -6.6640 / -7.7830 eV
total charge: +2
HOMO (spin up / spin down): -14.21 / -14.35 eV

Entry 2:
Density functional theory data (ωB97M-V with the def2-TZVPD basis set) for the molecule C5H14N2O at a distorted geometry.

Geometry (Å):
N -3.2797 -0.0299 0.8000
C -1.9814 0.2754 1.2513
C -0.9465 1.0229 0.3073
C -0.1806 0.2363 -0.7196
C 1.2467 -0.0747 -0.1842
N 2.3075 0.8955 -0.4868
C 1.5538 -1.4668 -0.7984
O 2.7667 -1.9299 -0.3045
H -3.4952 0.1937 -0.1716
H -3.5272 -0.9940 0.9703
H -1.9491 1.0381 2.0885
H -1.4286 -0.5716 1.7211
H -1.4826 1.8723 -0.1922
H -0.3215 1.4825 1.1176
H -0.7866 -0.6903 -1.0433
H 0.0425 0.9407 -1.6002
H 1.1976 -0.3161 0.9174
H 2.2127 1.7421 0.0797
H 2.4921 0.9060 -1.4725
H 1.7502 -1.2466 -1.8814
H 0.6175 -2.1283 -0.4164
H 3.1915 -1.1576 0.0180

ΔE to the lowest compared entry with this formula, charge and spin: 287.3 kJ/mol
multiplicity: 1
LUMO energy: 0.9199 eV
total charge: 0
HOMO: -9.04 eV